A cluster of 8 separate species, C36H63N2O22P3 in total, computed with the ωB97M-V functional and the def2-TZVPD basis.

Atoms and positions in Å:
C: -2.164 3.927 -2.408
C: -0.811 3.232 -2.436
C: -1.053 1.748 -2.795
C: -1.699 1.534 -4.235
C: -0.748 2.178 -5.305
C: -0.272 3.662 -5.104
N: 0.042 3.887 -3.625
O: 0.865 4.960 -3.393
C: -1.271 4.744 -5.581
C: 1.073 3.774 -5.888
C: -0.064 3.331 -1.100
H: -2.817 3.616 -1.593
H: -2.668 3.974 -3.374
H: -2.020 4.969 -2.124
H: -1.749 1.166 -2.191
H: -0.087 1.243 -2.792
H: -2.749 1.815 -4.150
H: -1.836 0.476 -4.459
H: -1.316 2.220 -6.234
H: 0.113 1.532 -5.477
H: -1.106 5.723 -5.132
H: -2.336 4.528 -5.495
H: -1.028 4.863 -6.637
H: 1.406 4.803 -6.025
H: 0.934 3.402 -6.903
H: 1.872 3.249 -5.366
H: 0.847 2.760 -1.275
H: -0.728 3.032 -0.288
H: 0.236 4.334 -0.794
N: -0.918 0.099 1.532
O: -1.611 1.027 1.893
O: -0.255 0.263 0.535
O: -0.833 -0.861 2.263
C: 2.846 4.576 2.471
C: 1.484 4.514 2.399
C: 0.775 3.373 2.832
C: 1.483 2.226 3.274
C: 2.938 2.324 3.355
C: 3.562 3.535 3.043
O: 4.825 3.766 3.370
O: -0.570 3.423 2.748
H: 3.373 5.494 2.259
H: 1.029 5.433 2.061
H: 0.982 1.324 3.593
H: 3.458 1.489 3.801
H: 5.260 3.053 3.843
H: -0.857 2.508 2.697
C: -2.006 -2.979 -3.965
C: -2.093 -3.029 -2.588
C: -1.021 -2.420 -1.888
C: 0.136 -1.889 -2.487
C: 0.116 -1.813 -3.905
C: -0.943 -2.390 -4.602
O: -0.865 -2.532 -5.944
O: -1.154 -2.551 -0.491
H: -2.869 -3.365 -4.486
H: -2.974 -3.435 -2.112
H: 0.903 -1.397 -1.908
H: 0.964 -1.382 -4.417
H: -1.399 -3.302 -6.153
H: -0.803 -1.683 -0.282
C: -0.029 -3.131 6.354
C: -0.724 -2.400 5.362
C: -1.873 -1.660 5.624
C: -2.410 -1.738 6.909
C: -1.691 -2.368 7.947
C: -0.568 -3.092 7.576
O: 0.194 -3.593 8.555
O: -2.348 -0.941 4.590
H: 0.886 -3.679 6.186
H: -0.306 -2.318 4.370
H: -3.354 -1.308 7.210
H: -2.042 -2.309 8.967
H: -0.373 -3.941 9.247
H: -1.700 -0.918 3.883
C: 7.612 0.655 2.082
O: 6.274 1.048 1.696
P: 5.614 0.219 0.455
O: 6.195 0.383 -0.891
O: 5.708 -1.323 0.956
C: 5.097 -2.378 0.202
O: 4.002 0.442 0.704
C: 3.253 1.405 -0.045
H: 7.441 0.033 2.960
H: 8.246 1.528 2.240
H: 8.093 0.089 1.284
H: 4.108 -1.980 -0.024
H: 4.976 -3.259 0.833
H: 5.566 -2.568 -0.764
H: 3.196 2.329 0.531
H: 2.279 0.929 -0.152
H: 3.631 1.610 -1.047
C: 2.713 -2.074 2.931
O: 3.045 -3.401 2.455
P: 2.526 -4.741 3.160
O: 2.890 -4.847 4.613
O: 0.954 -4.725 2.885
C: 0.447 -4.379 1.608
O: 3.098 -5.941 2.232
C: 2.662 -7.276 2.423
H: 1.945 -1.663 2.276
H: 3.579 -1.412 2.952
H: 2.278 -2.177 3.925
H: -0.246 -5.182 1.358
H: 1.211 -4.247 0.841
H: -0.209 -3.509 1.610
H: 1.740 -7.417 2.987
H: 3.387 -7.935 2.900
H: 2.558 -7.809 1.477
C: -7.807 1.719 -2.445
O: -6.665 1.229 -1.880
P: -5.357 0.697 -2.747
O: -5.269 1.118 -4.170
O: -4.174 1.210 -1.778
C: -3.937 0.579 -0.504
O: -5.391 -0.897 -2.435
C: -6.457 -1.718 -3.043
H: -8.083 2.681 -2.014
H: -8.648 1.086 -2.162
H: -7.843 1.692 -3.534
H: -4.890 0.230 -0.107
H: -3.460 1.349 0.102
H: -3.274 -0.263 -0.705
H: -7.098 -1.141 -3.710
H: -7.037 -2.180 -2.244
H: -5.970 -2.503 -3.621

Computed properties:
F_max: 9.1 eV/Å
Kohn-Sham gap: 2.176 eV

A cluster of 9 separate species, C36H63N9 in total, computed with the ωB97M-V functional and the def2-TZVPD basis.

Atoms and positions in Å:
C: 6.596 -1.910 0.213
C: 5.621 -0.744 0.090
C: 4.111 -0.926 0.540
C: 3.885 -1.146 1.951
N: 3.657 -1.294 3.052
H: 7.618 -1.534 0.166
H: 6.414 -2.612 -0.601
H: 6.492 -2.458 1.149
H: 5.751 -0.299 -0.897
H: 5.971 -0.093 0.891
H: 3.610 -1.722 -0.010
H: 3.620 0.038 0.401
C: -0.325 -0.244 -4.887
C: -0.182 0.761 -6.070
C: -0.768 2.161 -5.836
C: -0.395 2.748 -4.559
N: -0.080 3.203 -3.537
H: -1.347 -0.369 -4.528
H: 0.413 0.042 -4.138
H: -0.019 -1.262 -5.129
H: -0.708 0.290 -6.901
H: 0.865 0.890 -6.344
H: -1.848 2.087 -5.963
H: -0.399 2.800 -6.638
C: -4.270 0.087 1.059
C: -5.647 0.319 1.680
C: -5.580 1.109 2.982
C: -4.907 0.349 4.085
N: -4.431 -0.210 5.006
H: -3.892 1.052 0.721
H: -4.337 -0.619 0.231
H: -3.493 -0.309 1.712
H: -6.222 -0.602 1.778
H: -6.295 0.923 1.046
H: -6.553 1.388 3.389
H: -4.921 1.973 2.903
C: -0.080 3.723 1.017
C: -1.599 3.993 1.035
C: -2.300 4.022 2.437
C: -2.227 2.707 3.062
N: -2.151 1.665 3.539
H: 0.518 4.570 1.352
H: 0.258 3.567 -0.008
H: 0.183 2.845 1.606
H: -2.115 3.195 0.504
H: -1.840 4.809 0.353
H: -3.296 4.452 2.338
H: -1.715 4.686 3.073
C: 0.633 -0.143 1.376
C: -0.633 -0.134 0.443
C: -0.281 0.223 -0.982
C: 0.961 -0.425 -1.494
N: 1.933 -0.902 -1.908
H: 1.106 0.836 1.301
H: 1.304 -0.946 1.073
H: 0.355 -0.262 2.423
H: -1.360 0.618 0.753
H: -1.194 -1.066 0.508
H: -0.136 1.288 -1.164
H: -1.076 -0.060 -1.671
C: 1.107 1.486 4.914
C: 0.853 2.444 6.057
C: -0.657 2.893 6.212
C: -1.584 1.769 6.527
N: -2.375 0.930 6.734
H: 1.947 0.851 5.195
H: 1.348 1.982 3.974
H: 0.251 0.844 4.709
H: 1.416 3.341 5.799
H: 1.197 2.077 7.024
H: -1.007 3.334 5.279
H: -0.799 3.584 7.043
C: 0.372 -3.842 0.057
C: 0.584 -4.578 1.385
C: 1.949 -4.152 1.923
C: 3.172 -4.333 1.103
N: 4.115 -4.409 0.447
H: 0.463 -2.770 0.227
H: -0.650 -3.954 -0.305
H: 1.089 -4.177 -0.694
H: 0.581 -5.649 1.183
H: -0.194 -4.367 2.119
H: 2.134 -4.652 2.874
H: 1.783 -3.102 2.165
C: 6.550 -2.809 -3.744
C: 5.612 -3.954 -3.256
C: 4.200 -3.380 -2.869
C: 3.417 -2.824 -4.018
N: 2.862 -2.369 -4.924
H: 7.529 -3.151 -4.079
H: 6.752 -2.163 -2.889
H: 5.980 -2.261 -4.495
H: 6.006 -4.333 -2.313
H: 5.505 -4.751 -3.993
H: 4.346 -2.601 -2.120
H: 3.542 -4.152 -2.471
C: -3.880 0.813 -2.964
C: -4.781 1.997 -2.412
C: -6.195 1.530 -1.921
C: -7.074 1.060 -2.956
N: -7.753 0.643 -3.797
H: -2.852 1.133 -3.135
H: -4.345 0.540 -3.912
H: -3.902 -0.038 -2.283
H: -4.887 2.778 -3.165
H: -4.289 2.399 -1.527
H: -6.631 2.447 -1.523
H: -6.060 0.764 -1.157

Computed properties:
F_max: 3.5 eV/Å
Kohn-Sham gap: 10.823 eV

A structure of composition C36H64GaN5O2PS3Si, computed with the ωB97M-V functional and the def2-TZVPD basis.

Atoms and positions in Å:
Ga: 0.647 0.660 -0.237
O: 0.202 -0.619 1.230
S: -0.096 -1.665 2.298
C: 0.501 -1.037 3.889
C: 1.980 -0.703 4.034
C: 2.352 0.611 3.325
C: 3.671 0.559 2.548
S: 3.490 1.564 1.070
O: 2.572 0.640 0.215
C: 5.073 1.388 0.316
C: 5.921 2.487 0.352
C: 7.195 2.359 -0.183
C: 7.589 1.157 -0.752
C: 6.719 0.071 -0.796
C: 5.449 0.176 -0.256
C: 1.055 -2.987 2.037
C: 2.133 -2.837 1.182
C: 3.003 -3.908 1.016
C: 2.795 -5.093 1.706
C: 1.708 -5.226 2.564
C: 0.823 -4.173 2.726
H: 0.200 -1.838 4.571
H: -0.134 -0.174 4.101
H: 2.590 -1.536 3.679
H: 2.179 -0.618 5.103
H: 2.397 1.427 4.046
H: 1.544 0.860 2.635
H: 3.923 -0.440 2.185
H: 4.518 0.955 3.110
H: 5.595 3.424 0.788
H: 7.875 3.200 -0.161
H: 8.582 1.063 -1.170
H: 7.038 -0.858 -1.247
H: 4.753 -0.653 -0.287
H: 2.301 -1.899 0.666
H: 3.849 -3.814 0.348
H: 3.480 -5.919 1.576
H: 1.551 -6.151 3.101
H: -0.029 -4.274 3.390
C: -5.307 -5.088 1.010
N: -5.605 -3.702 0.408
C: -5.715 -3.866 -1.118
N: -4.541 -4.461 -1.646
C: -4.303 -5.762 -1.023
N: -4.143 -5.646 0.426
C: -2.917 -4.941 0.801
P: -2.845 -3.187 0.172
C: -4.544 -2.706 0.770
C: -3.367 -3.589 -1.571
H: -6.183 -5.701 0.801
H: -5.197 -4.952 2.086
H: -6.506 -3.380 0.767
H: -5.891 -2.874 -1.533
H: -6.584 -4.501 -1.291
H: -3.408 -6.209 -1.450
H: -5.151 -6.416 -1.233
H: -2.056 -5.486 0.409
H: -2.820 -4.941 1.889
H: -4.827 -1.742 0.343
H: -4.533 -2.603 1.856
H: -2.535 -4.087 -2.072
H: -3.567 -2.661 -2.113
C: -1.888 1.254 -2.560
C: -2.264 2.179 -1.391
C: -3.215 1.362 -0.499
C: -3.045 3.387 -1.934
Si: -0.714 2.746 -0.398
C: -1.100 3.262 1.413
C: -2.186 4.354 1.441
C: 0.176 3.833 2.054
C: -1.576 2.113 2.315
C: 0.372 4.017 -1.348
C: 1.843 3.974 -0.902
C: -0.160 5.449 -1.175
C: 0.397 3.699 -2.852
H: -2.795 0.993 -3.116
H: -1.462 0.321 -2.183
H: -1.189 1.702 -3.268
H: -4.030 0.975 -1.121
H: -3.670 1.966 0.284
H: -2.705 0.510 -0.032
H: -3.963 3.037 -2.415
H: -2.488 3.951 -2.681
H: -3.339 4.080 -1.146
H: -1.922 5.235 0.859
H: -2.335 4.681 2.474
H: -3.147 3.986 1.081
H: 0.488 4.771 1.597
H: 1.017 3.133 1.998
H: -0.009 4.037 3.112
H: -2.570 1.753 2.060
H: -1.623 2.481 3.344
H: -0.891 1.265 2.289
H: 1.995 4.154 0.161
H: 2.404 4.740 -1.445
H: 2.289 3.007 -1.162
H: -0.042 5.814 -0.156
H: -1.210 5.544 -1.453
H: 0.411 6.119 -1.824
H: 0.751 2.684 -3.043
H: 1.089 4.389 -3.344
H: -0.571 3.815 -3.337
C: 2.520 1.127 -4.520
N: 2.166 0.441 -3.280
C: 1.206 -0.459 -3.173
N: 0.518 -0.826 -4.242
S: 0.863 -1.218 -1.642
H: 3.297 1.853 -4.301
H: 1.654 1.654 -4.923
H: 2.907 0.422 -5.258
H: 2.715 0.614 -2.451
H: 0.774 -0.530 -5.173
H: -0.194 -1.529 -4.145

Computed properties:
Charge: +3
F_max: 0.4 eV/Å
Kohn-Sham gap: 9.562 eV